Entry from OMol25: a 12-piece molecular cluster, C34H97N5O12 overall at a distorted geometry (ωB97M-V/def2-TZVPD).

Geometry (Å):
O 22.97 6.17 9.92
N 23.02 9.53 11.46
H 20.73 7.22 10.47
H 17.35 3.79 15.40
C 19.12 10.74 13.22
H 18.50 11.01 9.20
H 24.75 5.29 10.63
O 19.97 5.38 16.34
H 18.25 0.49 13.90
H 16.94 -2.03 16.12
O 18.96 11.16 11.88
H 20.81 1.93 11.75
C 11.63 12.34 13.14
H 19.69 5.61 17.23
H 17.41 5.42 10.85
H 14.65 7.71 12.08
H 18.85 12.34 8.18
H 17.72 -1.77 14.51
O 16.20 1.89 11.53
C 15.02 10.76 6.54
H 10.19 4.81 8.86
N 14.82 7.96 17.18
C 15.26 7.82 15.80
C 21.09 8.21 10.75
H 18.71 -1.93 15.97
H 20.28 5.52 13.70
N 20.66 13.60 9.81
H 13.54 3.88 11.14
H 17.15 2.06 11.48
H 17.32 7.90 10.38
H 9.64 12.92 13.80
C 14.05 2.92 11.18
H 15.57 10.42 5.65
H 20.53 2.24 15.03
H 15.48 13.19 9.62
C 14.51 13.18 10.13
C 17.29 2.76 15.06
C 22.54 8.16 11.24
H 17.62 5.03 12.53
H 12.38 5.72 13.97
H 13.55 13.11 8.24
H 12.92 11.32 12.05
H 22.55 9.98 12.24
H 23.49 5.55 11.81
O 18.89 2.71 11.95
H 14.71 13.91 10.93
C 18.56 1.99 15.42
H 15.43 11.72 6.84
H 12.62 6.05 10.26
C 17.34 8.11 11.46
H 19.67 1.38 10.54
H 18.18 10.41 13.63
C 20.34 3.40 10.21
H 13.25 7.21 13.90
H 16.65 9.49 15.90
H 20.80 11.06 11.08
H 20.86 14.22 10.59
H 20.52 12.50 12.15
H 24.00 9.43 11.71
C 19.28 11.75 9.00
N 19.69 2.75 14.77
H 23.31 4.25 10.59
N 16.45 10.28 10.78
C 10.19 12.03 13.47
H 20.30 14.26 9.12
H 19.59 0.13 15.01
H 19.58 7.41 15.98
O 10.27 4.69 9.81
H 21.34 6.89 14.32
H 24.47 7.57 10.22
H 19.10 2.72 12.90
H 18.76 2.10 16.50
H 19.82 7.18 13.53
H 22.70 7.59 12.16
O 14.03 5.71 15.21
H 14.15 7.29 17.55
H 15.92 6.13 14.54
H 13.62 2.30 11.97
C 11.72 6.59 9.97
H 17.07 2.64 14.00
H 10.08 11.32 14.29
H 14.53 10.05 8.53
H 17.38 7.98 16.38
H 14.02 9.25 11.42
C 10.39 5.99 10.41
H 19.49 11.56 13.86
C 13.47 13.69 9.16
H 14.55 8.90 17.39
H 15.05 11.46 10.85
H 15.97 3.68 10.60
H 18.29 8.56 11.75
H 11.65 12.97 12.25
H 18.69 13.17 10.47
C 17.75 -1.55 15.59
H 19.74 3.59 15.35
C 18.58 0.56 14.95
O 12.32 11.14 12.80
H 19.91 9.98 13.29
H 9.59 6.62 10.01
H 11.81 7.66 10.20
H 14.70 8.09 10.36
H 15.77 5.86 16.26
C 13.38 6.14 14.05
H 14.58 8.81 7.33
H 10.29 5.90 11.49
C 15.27 6.35 15.40
H 12.12 12.82 13.99
C 23.38 7.51 10.13
H 21.13 3.16 9.49
C 23.66 5.26 10.76
H 9.71 11.60 12.59
H 17.41 10.57 10.97
H 12.44 13.72 9.52
H 17.09 8.31 14.70
H 16.96 9.40 7.16
H 13.74 14.72 8.90
O 17.71 -0.16 15.81
H 21.02 8.89 9.91
C 19.52 6.44 15.48
C 19.61 12.66 10.17
O 14.19 11.94 10.73
H 18.86 5.97 11.64
O 16.46 9.45 7.97
H 11.72 6.55 8.87
H 18.47 6.25 15.25
H 23.18 8.04 9.19
C 14.82 8.51 11.37
H 16.43 9.97 9.80
H 14.00 10.90 6.18
H 15.66 3.71 12.38
H 20.64 4.22 10.87
H 13.91 2.46 10.21
O 17.06 6.95 12.21
C 19.95 2.24 11.15
C 15.54 3.15 11.45
C 16.19 9.12 11.62
C 15.10 9.72 7.66
C 17.79 5.81 11.80
H 19.44 3.71 9.69
H 13.89 5.72 13.17
C 20.11 11.85 11.38
H 14.57 8.36 15.13
C 16.65 8.41 15.70
H 20.52 8.70 11.54
H 16.18 9.41 12.68
H 16.44 2.39 15.65
H 20.13 11.18 8.63
C 20.34 6.49 14.20

Computed properties:
Multiplicity ... 1
Relative energy (zero: lowest compared OMol25 entry of this formula, charge and spin) ... 0.14 kcal/mol
Electronic energy ... -68847.944 eV
Orbital gap ... 9.36 eV
LUMO level ... 0.4810 eV
SMILES ... COC[C@H](C)N.COC[C@H](C)N.COC[C@H](C)N.COC[C@H](C)N.COC[C@H](C)N.CCO.CCO.CCO.CCO.CCO.CCO.CCO